one.
{"formula": "C2H4N2", "method": "ωB97M-V/def2-TZVPD", "homo_lumo_gap_ev": 9.45, "smiles": "[H]/N=C/N=C", "species": ["H", "N", "C", "N", "C", "H", "H", "H"], "coordinates": [[2.83943, -0.05385, -0.00656], [1.91573, 0.46768, 0.03189], [0.84359, -0.19518, -0.03225], [-0.43469, 0.13545, -0.27575], [-1.67458, 0.33658, -0.04955], [0.76991, -1.23779, 0.27640], [-2.32940, 0.11503, -0.89462], [-1.92999, 0.43207, 0.95043]], "mulliken_charge": [0.250, -0.631, 0.144, -0.272, -0.267, 0.249, 0.245, 0.281]}


two.
{"formula": "C2H4N2", "method": "ωB97M-V/def2-TZVPD", "homo_lumo_gap_ev": 10.41, "smiles": "c1c[nH][nH]1", "species": ["C", "C", "N", "N", "H", "H", "H", "H"], "coordinates": [[-0.72473, 0.68629, -0.10805], [-0.68827, -0.65924, -0.04150], [0.67599, -0.77708, 0.11203], [0.86980, 0.68277, -0.10705], [-1.32543, 1.60093, 0.17142], [-1.23950, -1.58471, -0.02348], [1.16409, -0.98380, -0.77434], [1.26806, 1.03485, 0.77096]], "mulliken_charge": [-0.288, -0.182, -0.324, -0.405, 0.276, 0.379, 0.285, 0.258]}


three.
{"formula": "C2H4N2", "method": "ωB97M-V/def2-TZVPD", "homo_lumo_gap_ev": 13.54, "smiles": "[H][H].C#N.C#N", "species": ["H", "H", "C", "N", "H", "C", "N", "H"], "coordinates": [[0.17857, -1.11467, -2.66608], [-0.44439, -1.49069, -2.43440], [-0.50715, 1.75666, 1.41091], [-1.39218, 1.42816, 0.76406], [0.43514, 1.81350, 1.86553], [0.53953, -0.83591, 0.42986], [1.61620, -1.13944, 0.66083], [-0.42573, -0.41761, -0.03072]], "mulliken_charge": [0.042, -0.033, 0.146, -0.428, 0.286, 0.052, -0.368, 0.303]}


Most stable: one (next structure +0.0115 hartree)


one.
{"formula": "CH5N3O", "method": "ωB97M-V/def2-TZVPD", "homo_lumo_gap_ev": 10.47, "smiles": "NNC(N)=O", "species": ["N", "N", "C", "N", "O", "H", "H", "H", "H", "H"], "coordinates": [[-1.35991, -1.28323, 0.48519], [-0.82797, -0.19036, -0.24668], [0.39821, 0.28620, -0.04187], [0.69616, 1.24191, -0.91503], [1.27457, -0.02658, 0.77604], [-0.73711, -2.08934, 0.62331], [-1.67267, -1.03972, 1.45412], [-0.70390, -0.23721, -1.29284], [-0.28971, 1.47450, -1.61283], [1.25959, 2.00893, -0.39325]], "mulliken_charge": [-0.567, -0.223, 0.585, -0.504, -0.644, 0.267, 0.265, 0.259, 0.281, 0.282]}


two.
{"formula": "CH5N3O", "method": "ωB97M-V/def2-TZVPD", "homo_lumo_gap_ev": 10.17, "smiles": "NNC(N)=O", "species": ["N", "N", "C", "N", "O", "H", "H", "H", "H", "H"], "coordinates": [[-1.74730, 0.41511, -0.15073], [-0.57027, -0.27199, -0.02348], [0.61632, 0.43727, -0.06119], [1.72467, -0.31385, -0.06577], [0.71138, 1.63864, -0.05313], [-2.09072, 0.63822, 0.90633], [-2.47397, -0.24035, -0.76382], [-0.50287, -1.26770, 0.52170], [1.78181, -1.30500, -0.26668], [2.55095, 0.26965, -0.04323]], "mulliken_charge": [-0.562, -0.175, 0.548, -0.416, -0.577, 0.239, 0.278, 0.245, 0.193, 0.228]}


Most stable: two (next structure +0.0284 hartree)


one.
{"formula": "CH5N3O", "method": "ωB97M-V/def2-TZVPD", "homo_lumo_gap_ev": 9.43, "smiles": "N/N=C\\NO", "species": ["N", "N", "C", "N", "O", "H", "H", "H", "H", "H"], "coordinates": [[-1.71536, -0.66278, 0.13148], [-1.33524, 0.71097, 0.05855], [-0.00765, 0.70964, -0.08566], [0.80397, -0.34589, -0.26470], [2.15608, -0.19853, 0.08023], [-1.56227, -0.91434, -0.87639], [-2.64990, -0.59301, 0.42997], [0.32980, 1.69477, -0.31431], [0.27405, -1.17329, 0.19462], [2.13192, 0.40024, 0.96084]], "mulliken_charge": [-0.536, -0.428, -0.125, -0.197, -0.382, 0.248, 0.256, 0.443, 0.371, 0.351]}


two.
{"formula": "CH5N3O", "method": "ωB97M-V/def2-TZVPD", "homo_lumo_gap_ev": 9.53, "species": ["C", "H", "H", "H", "H", "H", "N", "N", "N", "O"], "coordinates": [[-0.03938, -0.53814, -0.06648], [0.38860, 2.71269, -0.08233], [-1.31833, 2.01955, 0.80407], [1.14352, 0.70215, 1.32613], [1.68164, -1.52970, 0.57221], [0.19432, -2.49026, 0.38630], [-0.28820, 1.78832, 0.00618], [0.51028, 0.70640, 0.26545], [0.83118, -1.52595, 0.03685], [-1.15329, -0.62087, -0.59587]], "mulliken_charge": [0.428, 0.269, 0.236, 0.251, 0.255, 0.309, -0.555, -0.152, -0.486, -0.557]}


Most stable: two (next structure +0.0133 hartree)


one.
{"formula": "CH6NO", "method": "ωB97M-V/def2-TZVPD", "homo_lumo_gap_ev": 6.91, "total_charge": -1, "species": ["O", "H", "C", "N", "H", "H", "H", "H", "H"], "coordinates": [[0.09572, -1.07890, -1.76415], [-0.28808, -1.03047, -2.65680], [0.64515, 0.52369, 1.18798], [-0.80374, 0.53578, 0.73999], [1.42302, 0.46127, 0.40413], [0.86662, 1.37666, 1.80528], [0.90187, -0.31899, 1.85425], [-0.94751, -0.21963, 0.03662], [-0.96645, 1.46973, 0.36197]], "mulliken_charge": [-1.113, 0.129, -0.750, -0.638, 0.258, 0.322, 0.239, 0.354, 0.198]}


two.
{"formula": "CH6NO", "method": "ωB97M-V/def2-TZVPD", "homo_lumo_gap_ev": 7.15, "total_charge": -1, "species": ["O", "H", "C", "N", "H", "H", "H", "H", "H"], "coordinates": [[-1.73026, 0.13280, 1.01333], [-2.54056, 0.64748, 0.91931], [0.83350, -0.77984, -0.65877], [1.18684, 0.63663, -0.39961], [-0.22637, -0.92343, -0.41905], [1.07347, -0.98179, -1.69895], [1.40152, -1.40275, 0.02931], [0.88108, 0.82423, 0.55112], [0.56218, 1.19758, -0.96625]], "mulliken_charge": [-1.107, 0.127, -0.647, -0.709, 0.287, 0.262, 0.217, 0.311, 0.260]}


Most stable: two (next structure +0.0034 hartree)